Entry 1:
C12H18MgN5S as an isolated structure. Source: OMol25; level of theory: the ωB97M-V functional and the def2-TZVPD basis.

```
37
Properties=species:S:1:pos:R:3:mulliken_charge:R:1
Mg -0.014 -1.453 0.065 0.617
C -1.219 0.331 1.963 -0.663
C -2.393 -0.498 1.453 -0.899
N -2.117 -0.996 0.108 -0.309
C -2.373 -0.033 -0.962 -1.245
C -1.160 0.796 -1.268 0.937
C -1.200 2.066 -1.826 -1.079
C 0.003 2.699 -2.103 -0.493
C 1.201 2.052 -1.834 -1.086
C 1.147 0.783 -1.271 0.994
C 2.353 -0.061 -0.973 -1.279
N 2.096 -1.020 0.100 -0.332
C 2.389 -0.530 1.445 -0.899
C 1.228 0.312 1.964 -0.671
N -0.002 -0.467 1.891 -0.081
N -0.010 0.202 -1.006 0.232
H -1.096 1.205 1.318 0.335
H -1.428 0.684 2.980 0.553
H -2.534 -1.358 2.115 0.476
H -3.304 0.116 1.486 0.405
H -2.719 -1.799 -0.054 0.356
H -2.589 -0.596 -1.877 0.437
H -3.229 0.615 -0.740 0.380
H -2.140 2.543 -2.052 0.526
H 0.009 3.690 -2.530 0.445
H 2.147 2.519 -2.060 0.524
H 2.552 -0.629 -1.891 0.447
H 3.221 0.576 -0.757 0.373
H 2.682 -1.833 -0.073 0.361
H 2.524 -1.395 2.102 0.476
H 3.306 0.073 1.467 0.403
H 1.447 0.656 2.982 0.551
H 1.116 1.191 1.325 0.334
H -0.007 -1.131 2.665 0.273
S -0.008 -3.854 -0.112 -0.475
C 0.041 -3.056 -1.543 0.613
N 0.081 -2.395 -2.497 -0.538
```

Properties
calculated total energy: -1340.06656 Eh
total charge: +1
HOMO: -11.710 eV

***

Entry 2:
An isolated ion of composition C12H18N and charge +1. Source: OMol25; level of theory: the ωB97M-V functional and the def2-TZVPD basis.

```
31
Properties=species:S:1:pos:R:3:mulliken_charge:R:1
C -0.053 2.099 -1.151 -1.185
C 0.669 1.017 -0.919 -0.407
N 1.335 0.723 0.286 0.395
C 1.166 1.519 1.341 -0.285
C 2.093 -0.491 0.370 0.620
C 3.348 -0.300 0.727 -0.899
C 1.590 -1.814 -0.138 -0.616
C 0.324 -2.008 -0.582 -0.583
C -0.796 -1.031 -0.594 0.017
C -1.462 -0.938 -1.977 -1.572
C -1.366 -0.320 0.394 1.855
C -0.991 -0.467 1.920 -1.673
C -2.376 0.669 0.017 -1.835
H -0.452 2.319 -2.155 0.424
H -0.286 2.696 -0.320 0.263
H 0.825 0.203 -1.567 0.829
H 1.676 1.311 2.205 0.331
H 0.572 2.401 1.263 0.222
H 3.521 0.619 1.302 0.331
H 4.006 -1.162 0.848 0.312
H 2.340 -2.594 -0.090 0.390
H 0.219 -3.033 -1.058 0.383
H -1.456 0.135 -2.188 0.425
H -2.549 -1.448 -1.881 0.277
H -0.873 -1.523 -2.653 0.462
H -1.680 -1.181 2.389 0.424
H -0.089 -0.892 2.264 0.346
H -1.174 0.433 2.394 0.533
H -2.470 1.465 0.738 0.387
H -2.298 1.289 -0.988 0.359
H -3.312 0.304 -0.198 0.471
```

Properties
SMILES string: C=C[N+](=C)C(=C)/C=C/C(C)=C(C)C
calculated total energy: -522.37329 Eh
total charge: +1
HOMO: -12.129 eV
energy relative to the best compared isomer or geometry (same formula, charge and spin): 571.24 kJ/mol

***

Question: The highest HOMO belongs to which entry?
Answer: C12H18MgN5S

***

Question: Number 1 is which compound?
Answer: C12H18MgN5S